The following is a DFT calculation (ωB97M-V with the def2-TZVPD basis set) of a molecular structure, C33H32F9N6O5PbS3Sb in a non-equilibrium geometry.

Geometry (Å):
Pb (0.093, -1.050, -0.279)
F (2.182, 3.055, 3.550)
C (1.516, 3.759, 2.643)
F (1.909, 5.000, 2.595)
F (1.569, 3.214, 1.453)
S (-0.303, 3.761, 3.161)
O (-0.427, 2.088, 3.124)
O (-0.492, 4.248, 4.486)
N (-1.048, 4.183, 1.955)
S (-1.964, 3.371, 0.856)
O (-1.929, 4.113, -0.362)
O (-1.676, 1.975, 0.845)
C (-3.646, 3.521, 1.572)
F (-4.044, 4.758, 1.510)
F (-3.646, 3.072, 2.800)
F (-4.429, 2.722, 0.809)
F (0.102, -3.721, -8.400)
C (0.079, -2.964, -7.272)
C (1.014, -3.193, -6.303)
C (1.026, -2.446, -5.147)
C (0.099, -1.422, -4.975)
C (-0.867, -1.195, -6.023)
C (-0.884, -2.006, -7.129)
Sb (-0.052, -0.329, -3.186)
C (-2.098, 0.198, -3.147)
C (-3.075, -0.767, -3.420)
C (-4.416, -0.448, -3.286)
C (-4.794, 0.763, -2.726)
F (-6.091, 0.982, -2.455)
C (-3.848, 1.707, -2.412)
C (-2.514, 1.426, -2.647)
C (0.737, 1.611, -3.385)
C (1.552, 2.058, -2.365)
C (1.806, 3.443, -2.289)
C (1.311, 4.294, -3.238)
F (1.545, 5.617, -3.065)
C (0.619, 3.791, -4.334)
C (0.288, 2.469, -4.396)
H (1.769, -3.955, -6.477)
H (1.778, -2.632, -4.388)
H (-1.610, -0.423, -5.961)
H (-1.582, -1.798, -7.926)
H (-2.809, -1.733, -3.818)
H (-5.225, -1.111, -3.599)
H (-4.136, 2.670, -2.011)
H (-1.802, 2.235, -2.635)
H (1.969, 1.407, -1.639)
H (2.474, 3.838, -1.523)
H (0.266, 4.444, -5.113)
H (-0.269, 2.080, -5.229)
N (5.570, -4.442, 0.616)
C (4.434, -3.721, 0.389)
C (4.482, -2.453, -0.154)
C (3.306, -1.816, -0.400)
N (2.105, -2.334, -0.167)
C (2.037, -3.550, 0.397)
C (3.171, -4.247, 0.696)
H (6.410, -4.211, 0.121)
H (5.508, -5.404, 0.872)
H (5.395, -1.924, -0.322)
H (3.329, -0.858, -0.977)
H (1.081, -4.004, 0.685)
H (3.081, -5.223, 1.145)
N (-0.963, -2.729, -1.152)
C (-0.706, -3.855, -1.389)
N (-0.490, -5.023, -1.717)
C (0.449, -5.312, -2.623)
N (1.299, -5.594, -3.336)
C (2.889, 0.046, 4.682)
C (1.895, -0.218, 5.845)
C (0.523, -0.844, 5.455)
S (-0.310, -0.003, 4.114)
O (-0.265, 1.567, 4.479)
C (-1.992, -0.514, 4.419)
C (-2.788, 0.430, 5.336)
C (-2.254, 0.692, 6.776)
H (3.722, 0.577, 5.136)
H (2.422, 0.656, 3.877)
H (3.231, -0.877, 4.220)
H (1.745, 0.744, 6.388)
H (2.335, -0.923, 6.573)
H (-0.105, -1.005, 6.316)
H (0.776, -1.842, 5.131)
H (-1.880, -1.451, 4.935)
H (-2.449, -0.627, 3.418)
H (-3.750, -0.080, 5.353)
H (-2.880, 1.340, 4.744)
H (-2.300, -0.176, 7.366)
H (-2.878, 1.432, 7.245)
H (-1.212, 1.098, 6.708)

Summary:
- Orbital gap: 6.875 eV
- Energy above the lowest of the compared OMol25 structures with the same formula, charge and spin: 142.4 kcal/mol
- Charge: +2
- Molar mass: 1188.8 g mol⁻¹
- Lowest unoccupied orbital energy: -6.2334 eV
- HOMO energy: -0.4817 hartree
- E: -122643.922 eV

Atomic partial charges in e from the Mulliken method, atoms 1 to 2:
1. Pb 0.9678
2. F -0.1747